Entry 1:
Entry from OMol25: 3 unconnected molecules or ions with the total composition C4H12O2 at a distorted geometry (ωB97M-V with the def2-TZVPD basis set).

Summary:
**Kohn-Sham gap**: 0.3642 hartree
**Relative energy (zero: lowest compared OMol25 entry of this formula, charge and spin)**: 110.3 kJ/mol
**LUMO level**: 0.8 eV
**SMILES string**: C/C=C/C.O.O
**HOMO energy**: -9.06 eV

```
18
Properties=species:S:1:pos:R:3:forces:R:3:mulliken_charge:R:1
C -0.135 -1.513 -1.630 0.70 -0.48 -0.08 -1.09
C 0.932 -0.764 -0.873 0.26 -0.53 0.74 -0.09
C 0.756 0.413 -0.297 -0.01 -0.09 0.17 -0.14
C 1.670 1.118 0.663 0.60 -0.62 -0.37 -1.09
H -1.016 -1.748 -1.031 -0.17 0.55 -0.11 0.30
H -0.334 -0.972 -2.548 -0.60 -0.02 -0.13 0.26
H 0.230 -2.503 -1.921 0.14 0.17 -0.11 0.34
H 1.845 -1.317 -0.660 0.14 0.14 -0.23 0.30
H -0.218 0.820 -0.395 -0.91 0.66 -0.24 0.34
H 1.744 0.471 1.540 -0.03 0.48 0.31 0.24
H 1.396 2.141 0.904 -0.40 -0.14 0.18 0.32
H 2.675 1.193 0.259 0.26 -0.11 -0.13 0.31
O -0.201 -1.032 4.343 -0.22 -0.14 0.50 -0.63
H -0.884 -1.675 4.577 0.05 0.00 -0.31 0.32
H 0.012 -0.663 5.209 0.17 0.14 -0.20 0.32
O -3.077 2.167 -2.699 -1.73 1.05 0.09 -0.64
H -3.140 1.228 -2.863 1.20 0.01 0.07 0.32
H -2.254 2.635 -2.575 0.54 -1.06 -0.15 0.32
```
Positions in Å, forces in eV/Å.


Entry 2:
Entry from OMol25: C2H4S3 in the gas phase at a distorted geometry (ωB97M-V with the def2-TZVPD basis set).

Summary:
**Kohn-Sham gap**: 0.3549 hartree
**Relative energy (zero: lowest compared OMol25 entry of this formula, charge and spin)**: 145.1 kJ/mol
**LUMO level**: 0.6 eV
**SMILES string**: SC1(S)CS1
**HOMO energy**: -9.07 eV

```
9
Properties=species:S:1:pos:R:3:forces:R:3:mulliken_charge:R:1
S -1.348 -0.796 -1.202 3.25 -2.59 0.04 -0.16
C -0.188 -0.480 0.235 0.24 3.54 -0.35 0.13
S 0.966 -1.766 0.657 -0.67 0.06 0.38 -0.17
C 0.454 1.107 0.277 -5.15 -3.19 -1.42 -0.62
S -0.745 0.668 1.521 0.30 -0.61 -0.18 -0.08
H -2.219 0.043 -0.929 -2.28 2.42 1.01 0.11
H 1.613 -1.639 -0.483 0.49 -0.11 -0.54 0.14
H 1.424 1.201 0.477 3.71 0.26 1.11 0.37
H 0.042 1.662 -0.552 0.11 0.22 -0.04 0.29
```
Positions in Å, forces in eV/Å.


Entry 3:
Entry from OMol25: a molecular structure, C48H45F5N7O2RbS at a distorted geometry (ωB97M-V with the def2-TZVPD basis set).

Summary:
**Kohn-Sham gap**: 0.1792 hartree
**LUMO level**: 3.6 eV
**Charge**: -2
**HOMO energy**: -1.24 eV

```
109
Properties=species:S:1:pos:R:3:forces:R:3:mulliken_charge:R:1
Rb 0.381 -0.052 0.439 0.12 -0.15 -0.11 0.31
C -2.965 0.333 -0.221 -0.01 0.44 -0.01 -1.23
C -2.368 1.461 -1.068 0.18 -0.35 0.08 -1.27
C -2.059 0.971 -2.491 -0.03 0.42 -1.12 2.27
C -1.990 2.104 -3.514 -0.04 0.36 0.92 -0.95
C -1.229 1.953 -4.615 0.06 -0.45 -0.46 -0.68
C -0.394 0.807 -4.769 -0.24 0.48 -0.20 -1.36
C -0.154 0.109 -3.588 0.07 -0.15 0.32 -0.42
N -0.824 0.223 -2.466 -0.14 -0.03 0.46 0.06
N -3.055 0.578 1.233 -0.12 0.07 -0.27 1.11
C -4.098 -0.265 1.798 0.08 -0.03 0.10 -0.89
C -3.814 -1.731 1.574 -0.14 0.02 -0.09 0.28
C -4.504 -2.457 0.611 0.05 -0.02 0.01 -0.46
C -4.159 -3.782 0.399 0.03 -0.06 0.01 -0.53
C -3.141 -4.336 1.152 -0.06 -0.03 -0.09 -0.36
C -2.520 -3.538 2.100 -0.04 0.16 0.03 -0.12
N -2.851 -2.270 2.321 0.09 -0.07 0.07 -0.14
C -3.194 1.967 1.637 0.05 -0.06 0.00 -1.56
C -1.884 2.635 2.022 -0.04 -0.01 0.00 0.73
C -1.641 3.956 1.686 0.11 0.05 -0.04 -0.73
C -0.471 4.556 2.139 -0.07 -0.03 0.00 -0.57
C 0.409 3.817 2.901 0.08 0.02 0.01 -0.53
C 0.101 2.484 3.160 -0.22 0.25 -0.10 0.16
N -1.026 1.913 2.749 0.03 -0.06 0.05 0.08
H -2.405 -0.597 -0.347 0.05 0.04 -0.30 0.53
H -3.966 0.167 -0.651 -0.08 -0.18 0.27 0.04
H -1.422 1.829 -0.670 0.06 0.00 0.01 0.22
H -3.041 2.316 -1.113 0.03 -0.05 0.08 0.52
H -2.583 2.997 -3.333 0.02 -0.01 -0.02 0.40
H -1.252 2.723 -5.382 0.08 0.01 0.01 0.39
H 0.239 0.675 -5.635 0.02 0.02 0.02 0.31
H 0.713 -0.550 -3.527 -0.02 -0.03 -0.02 0.44
H -5.087 -0.028 1.361 0.01 0.02 0.01 0.23
H -4.144 -0.086 2.874 0.03 -0.01 0.01 0.68
H -5.268 -1.982 0.009 0.01 0.05 0.03 0.33
H -4.651 -4.361 -0.373 -0.01 0.00 0.00 0.37
H -2.797 -5.344 0.971 0.04 0.00 0.04 0.33
H -1.699 -3.922 2.694 0.00 -0.06 -0.02 0.19
H -3.836 2.000 2.523 0.02 -0.02 0.03 0.70
H -3.696 2.577 0.875 -0.03 0.03 0.04 0.07
H -2.336 4.501 1.059 -0.03 -0.04 0.00 0.33
H -0.244 5.582 1.874 0.00 0.00 0.00 0.35
H 1.352 4.232 3.233 0.02 -0.04 0.00 0.39
H 0.801 1.860 3.701 -0.03 -0.06 -0.01 0.19
C 3.714 -0.020 -0.761 -0.05 -0.11 0.00 -0.21
C 3.712 -1.518 -0.894 -0.09 0.02 -0.04 0.33
C 4.934 -2.196 -1.122 0.12 -0.06 -0.02 -1.07
C 4.928 -3.548 -1.269 0.05 0.04 -0.01 -0.97
C 3.714 -4.265 -1.192 -0.07 0.08 0.03 1.04
C 3.669 -5.666 -1.363 -0.02 -0.06 0.00 -0.86
C 2.458 -6.300 -1.274 0.05 -0.03 -0.01 -0.52
C 1.287 -5.585 -1.001 -0.06 0.12 0.02 -0.62
C 1.258 -4.203 -0.804 0.07 0.02 -0.04 0.45
S -0.219 -3.410 -0.405 0.04 0.00 0.09 0.00
C 2.532 -3.517 -0.932 -0.01 -0.11 0.00 -1.40
N 2.573 -2.162 -0.791 0.04 0.10 0.06 0.84
H 4.591 0.403 -1.253 0.00 0.06 0.03 0.46
H 3.734 0.287 0.288 0.01 0.02 0.00 -0.06
H 2.827 0.435 -1.200 0.03 0.00 -0.03 -0.15
H 5.860 -1.636 -1.189 -0.04 0.04 0.01 0.47
H 5.852 -4.086 -1.455 -0.03 -0.04 0.00 0.33
H 4.581 -6.217 -1.565 0.03 0.04 0.00 0.32
H 2.412 -7.376 -1.412 -0.07 0.00 0.01 0.32
H 0.337 -6.100 -0.922 0.04 -0.07 -0.01 0.39
O 2.140 1.958 1.340 0.05 -0.45 0.24 0.66
C 3.130 2.726 1.483 -0.05 0.04 -0.13 -0.24
C 4.077 2.591 2.551 -0.07 0.06 -0.02 -0.61
C 5.113 3.483 2.728 0.01 0.12 -0.09 -0.41
C 5.296 4.566 1.860 0.03 -0.09 0.11 -0.91
C 4.413 4.710 0.797 -0.01 0.06 -0.09 -0.11
C 3.362 3.829 0.585 0.00 0.01 0.02 0.05
C 2.439 4.001 -0.545 0.09 -0.07 0.01 -0.13
N 1.986 3.070 -1.357 -0.02 0.02 0.02 -0.12
C 1.144 3.702 -2.239 0.02 0.04 -0.05 -0.30
C 1.092 5.038 -1.971 0.00 -0.05 0.03 -0.68
N 1.930 5.220 -0.889 -0.07 0.09 -0.04 0.00
H 3.928 1.755 3.226 0.03 0.00 0.01 0.33
H 5.805 3.345 3.554 -0.01 -0.03 0.02 0.39
H 6.119 5.258 1.995 0.00 0.00 0.00 0.34
H 4.569 5.522 0.090 -0.03 -0.02 -0.01 0.42
H 0.614 3.151 -3.001 0.00 -0.01 0.01 0.29
H 0.547 5.850 -2.420 -0.01 0.00 -0.01 0.44
H 2.067 6.070 -0.373 0.04 -0.04 0.02 0.26
C -0.521 -0.960 4.596 0.04 -0.01 -0.04 -1.11
C 0.568 -1.907 4.146 0.00 0.03 0.01 -0.22
O 1.330 -1.278 3.137 -0.05 0.04 0.01 0.18
C 2.553 -1.936 2.846 -0.01 -0.05 -0.05 0.24
C 2.391 -3.392 2.441 0.02 0.07 0.00 -1.12
H -1.161 -1.459 5.328 -0.03 0.03 0.01 0.45
H -1.136 -0.656 3.750 -0.01 -0.02 0.02 0.06
H -0.091 -0.063 5.047 0.00 -0.02 0.02 0.35
H 0.129 -2.836 3.764 0.01 0.01 0.00 0.04
H 1.229 -2.173 4.989 0.00 -0.01 0.00 0.34
H 3.223 -1.846 3.715 0.00 0.01 0.01 0.36
H 2.993 -1.370 2.024 0.01 0.04 0.00 -0.26
H 2.154 -4.031 3.295 0.01 -0.01 0.01 0.45
H 3.323 -3.747 1.996 -0.01 -0.03 0.00 0.43
H 1.597 -3.490 1.696 0.01 0.01 0.02 -0.01
F -2.160 -1.799 -3.820 0.10 0.13 -0.16 -0.31
C -3.171 -0.935 -3.929 -0.28 -0.54 -0.39 0.03
C -3.292 0.191 -3.137 0.42 -0.26 0.93 0.65
C -4.564 0.731 -3.081 -0.35 0.46 -0.48 -0.78
F -4.844 1.768 -2.256 -0.07 0.07 -0.07 -0.43
C -5.594 0.360 -3.920 0.06 -0.10 0.11 0.21
F -6.788 0.981 -3.869 -0.03 -0.01 0.00 -0.35
C -5.388 -0.662 -4.829 0.03 0.14 -0.02 0.47
F -6.356 -1.003 -5.696 -0.08 -0.09 -0.03 -0.35
C -4.178 -1.316 -4.821 0.20 0.00 0.26 0.06
F -3.997 -2.366 -5.638 0.00 -0.05 -0.02 -0.34
```
Positions in Å, forces in eV/Å.